# 1
Formula: C6H6IN2O
Source: the Open Molecules 2025 dataset
Level of theory: ωB97M-V/def2-TZVPD

Each line ends with the Löwdin charge.
Atoms and positions in Å:
C 1.15230 0.53449 0.69302  -0.33
C 1.35777 -0.56054 -1.17445  -0.79
C 1.55470 1.09157 1.83591  0.16
C -0.94652 -0.56198 -1.97872  0.18
C 2.17009 -3.58476 0.52591  -0.02
C -0.25844 0.45360 0.12519  -0.03
N 1.99655 -0.10167 -0.18056  0.13
N -0.05383 -0.26629 -1.11802  -0.09
O 1.66978 -4.41910 1.09609  0.05
I 2.19221 -1.66121 -2.70965  1.04
H 2.59590 1.07417 2.10567  0.09
H 0.86175 1.55785 2.51267  0.08
H -1.97504 -0.26954 -1.82024  0.14
H -0.68758 -1.10643 -2.87805  0.08
H -0.93290 -0.09900 0.78609  0.16
H -0.68579 1.44404 -0.05445  0.16

Calculated values
Kohn-Sham gap (spin up / spin down) = 0.28042 / 0.28045 Eh
Relative energy (zero: lowest compared OMol25 entry of this formula, charge and spin) = 0.0000 eV
E_HOMO (spin up / spin down) = -13.26 / -13.26 eV
Largest force on an atom = 1.57 eV Å⁻¹
Charge = +1
Total energy = -19438.588 eV

# 2
Formula: C6H6INO2
Source: the Open Molecules 2025 dataset
Level of theory: ωB97M-V/def2-TZVPD

Each line ends with the Löwdin charge.
Atoms and positions in Å:
C -0.89880 -0.43641 0.66176  -0.34
C -1.45274 0.75078 0.46744  -0.58
C 0.40080 -0.59412 -0.02129  -0.37
C 0.00206 1.64112 -0.69227  -0.31
C -1.40522 -1.58982 1.46705  -0.05
C 2.07994 0.62141 -1.39961  0.01
N 0.80255 0.59020 -0.70417  -0.03
O 1.08507 -1.58153 -0.05119  0.13
O -0.03587 2.73745 -1.11998  0.14
I -3.20262 1.62810 1.07319  0.88
H -1.18746 -2.52512 0.95721  0.08
H -2.47523 -1.49588 1.63552  0.06
H -0.90125 -1.61290 2.43228  0.09
H 2.78315 1.25924 -0.86291  0.10
H 2.46391 -0.39739 -1.43359  0.09
H 1.94171 1.00486 -2.40946  0.10

Calculated values
Kohn-Sham gap = 0.33747 Eh
Relative energy (zero: lowest compared OMol25 entry of this formula, charge and spin) = 0.0000 eV
E_HOMO = -9.17 eV
Largest force on an atom = 4.65 eV Å⁻¹
Total energy = -20003.752 eV